Computed, not measured: a 10-piece molecular cluster, C20H60O10 overall in a non-equilibrium geometry, with the ωB97M-V functional and the def2-TZVPD basis.

Element x y z (Å)
C1 -14.09 -32.64 -14.97
H1 -11.50 -30.49 -17.93
O1 -6.25 -33.97 -19.33
O2 -7.46 -28.74 -17.20
H2 -7.61 -32.24 -13.14
H3 -5.72 -34.29 -18.59
C2 -11.84 -28.45 -17.21
H4 -5.30 -30.27 -16.60
H5 -6.60 -30.92 -7.98
H6 -11.99 -36.56 -18.05
H7 -7.00 -30.73 -10.43
H8 -10.17 -30.42 -16.09
H9 -12.47 -34.82 -16.49
H10 -7.85 -31.36 -14.65
C3 -12.42 -31.79 -10.78
C4 -10.51 -28.19 -13.37
O3 -13.94 -33.53 -11.57
H11 -8.13 -27.29 -15.91
H12 -3.24 -32.27 -15.48
H13 -6.15 -26.45 -17.16
C5 -7.33 -31.63 -9.89
C6 -10.96 -29.55 -17.78
C7 -12.65 -33.28 -10.98
C8 -8.26 -32.16 -14.01
H14 -6.26 -32.24 -18.18
H15 -8.15 -33.06 -14.62
C9 -3.62 -31.63 -16.28
C10 -6.02 -27.07 -16.27
H16 -14.65 -33.24 -11.00
H17 -8.55 -29.00 -13.52
H18 -10.99 -27.29 -12.99
H19 -12.61 -33.80 -10.02
H20 -15.00 -32.62 -14.36
C11 -6.93 -32.79 -18.84
H21 -5.81 -26.45 -15.40
H22 -11.36 -31.96 -14.80
C12 -11.74 -34.74 -17.30
C13 -9.72 -31.95 -13.70
H23 -7.17 -32.46 -10.57
C14 -7.24 -27.92 -16.06
H24 -11.03 -29.08 -13.01
H25 -14.16 -33.48 -15.66
H26 -5.35 -32.94 -7.68
H27 -3.66 -32.27 -17.17
H28 -8.08 -28.59 -11.27
O4 -10.41 -31.78 -14.93
O5 -5.61 -32.68 -8.56
H29 -13.98 -30.43 -15.13
C15 -9.07 -28.23 -12.93
H30 -5.17 -27.72 -16.50
H31 -8.74 -33.94 -18.80
H32 -9.85 -31.07 -13.06
H33 -13.28 -31.32 -10.28
H34 -11.25 -33.41 -18.91
H35 -12.39 -28.83 -16.35
H36 -12.58 -28.10 -17.93
C16 -4.95 -31.03 -15.90
H37 -8.88 -32.39 -17.99
H38 -10.48 -29.25 -18.71
O6 -12.91 -32.88 -14.17
H39 -7.18 -32.11 -19.65
H40 -11.51 -31.58 -10.22
C17 -8.21 -33.25 -18.15
H41 -7.17 -28.56 -15.17
H42 -5.68 -31.84 -15.86
C18 -13.86 -31.34 -15.72
H43 -11.25 -27.59 -16.88
H44 -14.60 -31.29 -16.53
H45 -10.15 -32.79 -13.15
H46 -8.41 -31.46 -9.83
H47 -10.60 -28.17 -14.45
H48 -8.00 -33.69 -17.18
H49 -7.52 -32.44 -7.93
C19 -11.74 -33.36 -17.94
C20 -6.78 -31.87 -8.50
H50 -11.89 -33.69 -11.63
H51 -12.87 -31.35 -16.18
O7 -9.91 -29.87 -16.85
H52 -10.73 -34.95 -16.94
H53 -4.81 -30.57 -14.92
O8 -8.99 -28.68 -11.56
H54 -8.54 -27.28 -13.02
H55 -13.18 -33.15 -13.27
H56 -12.38 -31.26 -11.73
O9 -12.21 -35.66 -18.30
H57 -1.86 -30.86 -16.76
H58 -12.77 -33.02 -18.10
H59 -11.24 -32.62 -17.31
H60 -8.32 -29.19 -17.08
O10 -2.69 -30.54 -16.40

DFT total energy in eV: -42185.8463
SMILES string: CCO.CCO.CCO.CCO.CCO.CCO.CCO.CCO.CCO.CCO
Energy relative to the best compared isomer or geometry (same formula, charge and spin) in kcal/mol: 21.9
HOMO level in hartree: -0.3422